1.
Entry from OMol25: a cluster of 2 separate species, C6H13N2 in total (ωB97M-V/def2-TZVPD).

XYZ file:
```
21
C6H13N2 | OMol25 | ωB97M-V/def2-TZVPD
H 0.088 0.915 -1.855
H -0.079 -3.920 -0.215
C 0.328 -0.979 -0.964
H 1.705 2.603 2.241
H 0.682 1.327 2.537
H -1.683 -1.671 -0.657
C 1.499 -0.497 -1.078
C 0.648 2.355 2.310
H 2.585 -0.657 -1.225
H -1.518 3.124 1.050
H -0.920 -3.914 -1.794
H 1.183 2.415 0.148
N -0.799 3.037 0.419
H -1.050 3.389 -0.552
N 0.389 0.485 -0.965
C -0.241 -3.333 -1.116
H 0.634 -3.260 -1.668
H 0.187 2.989 2.998
C 0.320 2.601 0.878
H -0.874 -1.675 -2.292
C -0.779 -1.934 -1.178
```

## Properties
Maximum force   3.1 eV/Å
Relative energy (zero: lowest compared OMol25 entry of this formula, charge and spin)   473.93 kJ/mol
HOMO   -11.4 eV
Total charge   +1
Calculated total energy   -345.51550 hartree

***

2.
Entry from OMol25: a cluster of 11 separate species, C6H36N2O10 in total (ωB97M-V/def2-TZVPD).

XYZ file:
```
54
C6H36N2O10 | OMol25 | ωB97M-V/def2-TZVPD
C -2.376 2.515 1.379
O 4.214 -2.362 0.669
H -1.463 0.000 1.616
H 0.350 -3.013 -3.413
H -0.343 2.061 -2.248
H -3.272 0.007 1.301
O 4.979 0.285 0.588
H -0.654 -0.656 -1.299
H 0.193 -3.038 2.619
O 0.909 1.672 0.422
H 2.923 1.959 -2.409
C -2.292 -1.071 -0.237
O 1.414 -2.106 1.402
H -2.642 1.494 -2.595
H 1.269 1.853 1.291
C -0.128 -2.139 -2.932
H -3.678 0.196 -2.395
H 4.953 -0.672 0.765
H -0.108 1.597 0.472
H -2.275 1.763 -0.559
H -1.205 3.999 0.183
H -0.738 -1.473 -3.487
H 1.829 2.183 -1.143
H -1.772 -2.994 -1.872
H -3.381 2.938 1.370
O -0.767 1.302 -2.726
H -0.261 -3.383 4.064
H 4.101 -3.120 0.094
N -0.927 -1.388 -0.611
H 3.358 -2.142 1.089
H 1.794 -1.252 1.621
H -1.844 4.633 1.555
H -2.355 1.945 2.349
H -0.214 -3.356 -1.101
H -2.857 -0.787 -1.141
C -1.414 3.679 1.246
O 2.058 -0.563 -0.899
C -2.241 0.080 0.853
O 2.026 1.930 -2.072
H -0.404 3.545 1.590
N -2.036 1.506 0.383
H 1.197 -0.225 -0.645
O 0.243 -2.763 3.533
H -2.791 -1.882 0.312
C -0.808 -2.553 -1.550
H 0.640 -1.954 0.845
H 4.074 0.481 0.324
H 2.128 -1.493 -1.104
H 0.043 0.940 -3.121
O 1.121 1.184 3.579
H 0.653 0.649 2.927
H 1.414 0.510 4.206
O -3.480 1.124 -2.305
H 0.847 -1.646 -2.782
```

## Properties
Maximum force   3.2 eV/Å
Relative energy (zero: lowest compared OMol25 entry of this formula, charge and spin)   355.74 kJ/mol
SMILES string   CCNCCNCC.O.O.O.O.O.O.O.O.O.O
HOMO   -9.2 eV
Calculated total energy   -1112.03055 hartree

***

3.
Entry from OMol25: a structure of composition C4H7FS (ωB97M-V/def2-TZVPD).

XYZ file:
```
13
C4H7FS | OMol25 | ωB97M-V/def2-TZVPD
C 0.474 0.861 0.121
H 1.895 0.575 -1.606
H -0.171 -0.680 1.674
C -1.681 -0.726 0.071
H 0.046 1.693 -0.524
S 0.929 -1.372 -0.415
H -2.471 -0.381 0.741
H 2.555 0.611 0.039
C 1.664 0.236 -0.606
H 0.848 1.376 0.996
C -0.315 -0.416 0.607
H -1.853 -1.809 -0.053
F -1.919 0.033 -1.045
```

## Properties
Maximum force   2.8 eV/Å
Relative energy (zero: lowest compared OMol25 entry of this formula, charge and spin)   159.41 kJ/mol
HOMO   -8.7 eV
Calculated total energy   -654.60427 hartree

***

4.
Entry from OMol25: the ion C11H13N2 with charge +1 (ωB97M-V/def2-TZVPD).

XYZ file:
```
26
C11H13N2 | OMol25 | ωB97M-V/def2-TZVPD
C 0.920 0.842 1.463
C -3.281 0.107 -1.099
C 0.102 -0.969 -0.101
H 1.894 1.795 -0.786
C -2.007 -0.869 1.141
N -3.282 -0.563 1.190
H -4.944 -0.102 0.298
H 0.307 1.891 -0.788
H -1.511 -0.769 2.057
H 1.781 1.321 1.692
C -3.939 -0.189 0.109
H 0.439 -3.095 -0.312
H -0.060 1.236 1.352
C 2.386 -0.570 0.125
H -1.479 0.083 -2.087
C 0.800 -2.088 -0.234
H 3.219 -0.019 0.510
C -1.273 -0.605 -0.032
H 1.074 0.520 -1.757
H -3.805 0.569 -1.840
C 2.204 -1.853 -0.073
H 0.975 0.194 2.332
C 1.031 1.179 -0.935
H 2.964 -2.554 -0.218
C -1.902 -0.104 -1.123
N 1.113 0.145 0.118
```

## Properties
Maximum force   3.7 eV/Å
Relative energy (zero: lowest compared OMol25 entry of this formula, charge and spin)   397.11 kJ/mol
SMILES string   C[N+]1(C)C=CC=C1c1cccnc1
HOMO   -12.8 eV
Total charge   +1
Calculated total energy   -536.11247 hartree